Entry from the OMol25 dataset: C18H12CeCl3N5O12S2 as an isolated structure (ωB97M-V/def2-TZVPD).

Structure (ORCA input):
```
! RIJCOSX wB97M-V def2-TZVPD def2/J DEFGRID3
* xyz -2 1
Ce -0.1830 0.8876 0.5192
Cl 4.5526 1.0568 2.7621
Cl 2.9468 2.5524 4.6676
Cl 2.2581 2.5772 1.8630
S -3.0443 1.3181 0.7242
S -1.2630 2.3323 2.8357
O -0.6429 -0.6441 -1.2300
O 1.2176 0.0676 2.4323
O -1.0586 -1.1642 1.6468
O 2.2451 -0.3614 4.3807
O 2.6476 -1.9389 -6.3268
O -2.4715 -3.5211 -3.3287
O -1.8697 -3.1292 -1.3056
O 3.1179 0.7042 -2.3599
O -0.5461 2.4695 -0.9544
O 1.0127 -3.3084 -6.5770
O -0.5473 4.4831 -0.1215
O 1.7389 0.4216 -0.6243
N -1.7620 -2.9656 -2.5007
N 0.5340 -2.7407 2.0865
N -3.5331 4.8809 4.4649
N -6.2032 3.1880 1.5255
N 1.6058 -2.4452 -5.9479
C -0.0785 3.2689 -0.0900
C 2.9013 1.5952 3.1802
C 1.2401 -0.6742 -2.6913
C 2.0221 0.2943 3.3791
C -0.4181 -1.8796 2.4274
C -0.6057 -2.2181 -2.9930
C -5.1318 3.1758 1.9547
C 1.0129 -2.7745 0.7122
C 1.4080 -3.2835 3.1089
C 1.0607 -2.0226 -4.6764
C 2.1115 0.2434 -1.8564
C 1.7421 -1.0915 -3.8931
C -0.0993 -2.6059 -4.2083
C -0.0357 -1.1460 -2.2254
C -2.8046 2.3581 2.0766
C -3.6354 4.1124 3.6104
C -1.6401 4.7700 -1.0217
C -3.8231 3.1867 2.5347
H 1.6493 -1.9121 0.5004
H -0.5938 -3.3812 -4.7729
H -1.2662 4.9689 -2.0248
H 1.5393 -4.3562 2.9577
H 2.6907 -0.6954 -4.2259
H 0.9841 -3.1027 4.0941
H 2.3806 -2.7893 3.0800
H 1.5927 -3.6855 0.5710
H -0.6515 -1.8974 3.4955
H -2.3436 3.9434 -1.0528
H -2.1228 5.6538 -0.6167
H 0.1625 -2.7758 0.0342
*
```

Values from the calculation:
**LUMO (spin up / spin down)**: 3.4 / 3.4 eV
**Energy above the lowest of the compared OMol25 structures with the same formula, charge and spin**: 1.9 kcal per mole
**Frontier orbital gap (spin up / spin down)**: 0.2345 / 0.2346 hartree


Entry from the OMol25 dataset: C18H12Cl2N2O3PdS2 as an isolated structure (ωB97M-V/def2-TZVPD).

Structure (ORCA input):
```
! RIJCOSX wB97M-V def2-TZVPD def2/J DEFGRID3
* xyz -2 1
Pd 0.7114 1.2276 0.3031
Cl 0.4325 3.2326 -0.9025
Cl -0.2627 -4.3180 0.9706
S 1.5777 -1.2268 0.6446
S -2.8764 -2.1078 0.9632
O -4.1910 -1.6416 0.5405
O -2.9573 -3.2434 1.8599
O -0.9386 0.9092 2.0817
N 2.3191 2.0474 1.3161
N -2.0377 -0.9769 1.6907
C 2.5426 3.3687 3.2906
C 3.6482 2.0066 1.2185
C -2.8243 -0.4430 -1.4340
C 1.7788 2.7304 2.3337
C 0.1812 -0.8564 -3.4489
C -0.9112 -1.7281 -3.8309
C -1.8363 -2.0947 -2.9471
C 3.9288 3.3175 3.1977
C 0.3669 -0.4666 -2.1867
C -1.3241 0.0382 1.2719
C -0.5287 -0.8989 -1.0664
C -1.9544 -2.7300 -0.5391
C -1.8274 -1.5817 -1.5433
C 0.1820 -1.8454 -0.1289
C 4.4825 2.6299 2.1293
C -0.5787 -2.9477 -0.0199
C -2.3165 0.6148 -0.8033
C -0.9947 0.3047 -0.2221
H 4.0488 1.4510 0.3785
H 2.0634 3.8941 4.1039
H -3.8021 -0.5140 -1.8782
H 4.5556 3.7882 3.9445
H 5.5546 2.5717 2.0072
H -2.5033 -3.6079 -0.8784
H -2.8472 1.5249 -0.5727
H 0.6857 2.7542 2.3742
H -0.9529 -2.0807 -4.8564
H 0.8611 -0.5453 -4.2330
H 1.2267 0.1584 -1.9106
H -2.6820 -2.7153 -3.2180
*
```

Values from the calculation:
**LUMO**: 4.5 eV
**Energy above the lowest of the compared OMol25 structures with the same formula, charge and spin**: 44.6 kcal per mole
**Frontier orbital gap**: 0.2068 hartree


Entry from the OMol25 dataset: C18H12Cl3CoGeN5 as an isolated structure (ωB97M-V/def2-TZVPD).

Structure (ORCA input):
```
! RIJCOSX wB97M-V def2-TZVPD def2/J DEFGRID3
* xyz 2 2
Ge -1.2656 0.2841 -2.0034
Co -1.1548 -0.6982 0.7935
Cl -0.9077 -1.1860 -3.4375
Cl -3.1412 0.0180 -1.0600
Cl -1.0203 2.2282 -2.7026
N 1.3151 -1.7662 -1.0504
N -1.6300 0.9113 1.7103
N 0.0255 0.2092 -0.4206
N -0.7021 -2.4132 0.0906
N -0.0283 2.3880 0.7066
C 2.6156 2.8398 -0.8177
C 2.2131 0.4863 -1.2383
C -3.1370 1.7514 3.3673
C 0.6420 -4.0380 -1.0066
C -1.3423 -4.7168 0.1474
C -1.5968 3.2205 2.2757
C 3.8352 2.6902 -1.4624
C 0.3838 -2.7178 -0.6448
C -2.6166 0.7299 2.6120
C -1.1123 2.1395 1.5430
C -2.6147 3.0306 3.1878
C 1.8086 1.7182 -0.7288
C -0.2208 -5.0407 -0.6147
C 0.5333 1.5572 -0.0497
C -1.5412 -3.3995 0.4744
C 4.2434 1.4530 -1.9725
C 1.2074 -0.5182 -0.9251
C 3.4447 0.3258 -1.8559
H 4.4917 3.5436 -1.5643
H -0.0245 -6.0676 -0.8922
H -2.4050 -3.1003 1.0630
H -2.9934 3.8640 3.7640
H -2.9977 -0.2835 2.7177
H 5.2069 1.3752 -2.4573
H -3.9257 1.5508 4.0773
H 2.3043 3.7878 -0.4018
H -1.1421 4.1863 2.1119
H -2.0427 -5.4681 0.4810
H 3.7629 -0.6382 -2.2272
H 1.5293 -4.2365 -1.5896
*
```

Values from the calculation:
**LUMO (spin up / spin down)**: -7.9 / -7.4 eV
**Frontier orbital gap (spin up / spin down)**: 0.2625 / 0.2814 hartree


Entry from the OMol25 dataset: C18H12Cl3N3OS in the gas phase (ωB97M-V/def2-TZVPD).

Structure (ORCA input):
```
! RIJCOSX wB97M-V def2-TZVPD def2/J DEFGRID3
* xyz 0 1
Cl -7.6436 -1.7975 -0.2666
Cl -3.5008 -3.6814 -3.1411
Cl 4.6059 5.3058 -2.1720
S 0.8594 -2.6289 -0.5308
O -1.5666 0.0611 0.5815
N 2.8545 -1.2283 0.7431
N 0.6123 -0.3920 0.7708
N 2.3596 1.0693 1.2852
C -5.9515 -2.0731 -0.4315
C -3.7537 -2.0331 0.5414
C 3.9999 4.0818 -1.1266
C -0.6693 -0.7307 0.3964
C -5.1226 -1.7914 0.6482
C 0.9161 0.8450 1.4399
C 2.4084 3.3431 0.4967
C 3.9068 1.7810 -0.5306
C -3.1960 -2.5485 -0.6051
C -5.4117 -2.6224 -1.5784
C -1.7869 -2.8007 -0.7080
C 4.5216 2.8132 -1.2605
C -4.0742 -2.9154 -1.6747
C 2.8865 2.0237 0.3879
C -0.7458 -2.0093 -0.2374
C 3.2005 -0.1047 1.6156
C 2.9115 4.3799 -0.2663
C 1.5972 -1.3194 0.3767
H 2.5311 5.4140 -0.2321
H 0.3447 1.6425 1.0027
H -1.4987 -3.6611 -1.2726
H 1.5377 3.5635 1.1432
H 4.2416 0.1653 1.4777
H 3.0558 -0.3805 2.6526
H 5.3500 2.6216 -1.9267
H 4.2561 0.7750 -0.6463
H -3.1589 -1.8036 1.4187
H -6.0223 -2.8323 -2.4523
H -5.5449 -1.3906 1.5742
H 0.6903 0.8590 2.5072
*
```

Values from the calculation:
**LUMO**: -0.9 eV
**Frontier orbital gap**: 0.2677 hartree


Short version: max |F| = 1.9, 1.5, 0.8, 4.0 eV/Å, in the order given.